Entry 1:
Below is C34H40CuFGeN2O3SeTe as an isolated structure, with properties calculated with ωB97M-V/def2-TZVPD.

Orbital gap: 0.2728 hartree
Calculated total energy: -8141.57438 a.u.
LUMO energy: 0.28 eV

Element x y z (Å)
Cu (-0.279, 0.365, 0.316)
C (2.147, -3.009, 6.362)
C (3.226, -2.725, 5.322)
C (4.198, -3.878, 5.128)
C (3.490, -5.092, 4.545)
C (2.730, -4.709, 3.299)
C (2.424, -5.646, 2.341)
C (1.735, -5.271, 1.191)
F (1.448, -6.225, 0.283)
C (1.364, -3.982, 0.957)
C (1.670, -3.004, 1.912)
C (1.308, -1.603, 1.642)
O (0.810, -1.333, 0.529)
C (1.591, -0.662, 2.684)
C (2.229, -1.121, 3.801)
N (2.606, -2.388, 4.027)
C (2.334, -3.371, 3.086)
C (1.271, 0.842, 2.718)
O (1.857, 1.489, 3.587)
O (0.417, 1.297, 1.895)
H (2.605, -3.268, 7.318)
H (1.503, -3.833, 6.049)
H (1.519, -2.129, 6.507)
H (3.785, -1.842, 5.628)
H (4.662, -4.118, 6.085)
H (4.991, -3.559, 4.447)
H (2.807, -5.522, 5.280)
H (4.215, -5.870, 4.300)
H (2.726, -6.680, 2.466)
H (0.842, -3.699, 0.054)
H (2.463, -0.396, 4.572)
C (-1.281, 4.786, -0.638)
C (-1.740, 3.803, -1.724)
C (-1.427, 2.421, -1.348)
N (-1.181, 1.340, -1.055)
H (-1.591, 5.795, -0.906)
H (-0.198, 4.766, -0.533)
H (-1.715, 4.528, 0.326)
H (-1.251, 4.017, -2.674)
H (-2.816, 3.872, -1.883)
C (-5.582, -2.459, 1.967)
Ge (-5.406, -2.284, 0.034)
C (-4.907, -3.981, -0.785)
C (-7.103, -1.701, -0.737)
C (-3.990, -0.968, -0.272)
Se (-2.244, -1.664, 0.272)
C (-1.668, -2.179, -1.508)
H (-6.179, -3.332, 2.234)
H (-6.063, -1.572, 2.382)
H (-4.595, -2.564, 2.419)
H (-5.613, -4.759, -0.487)
H (-3.908, -4.281, -0.469)
H (-4.927, -3.900, -1.874)
H (-7.874, -2.434, -0.492)
H (-7.032, -1.630, -1.824)
H (-7.413, -0.733, -0.342)
H (-4.165, -0.070, 0.322)
H (-3.896, -0.664, -1.315)
H (-2.311, -2.966, -1.896)
H (-0.642, -2.534, -1.427)
H (-1.688, -1.305, -2.159)
Te (2.322, -0.259, -2.002)
C (3.818, 0.066, -3.475)
C (3.948, 1.305, -4.099)
C (4.900, 1.492, -5.093)
C (5.734, 0.446, -5.465)
C (5.617, -0.788, -4.839)
C (4.663, -0.977, -3.845)
C (0.907, -0.737, -3.503)
C (0.031, 0.227, -3.991)
C (-0.887, -0.097, -4.982)
C (-0.937, -1.388, -5.490)
C (-0.064, -2.356, -5.006)
C (0.852, -2.032, -4.014)
H (3.301, 2.124, -3.810)
H (4.993, 2.458, -5.575)
H (6.476, 0.593, -6.240)
H (6.268, -1.605, -5.123)
H (4.574, -1.940, -3.358)
H (0.068, 1.233, -3.594)
H (-1.563, 0.661, -5.361)
H (-1.654, -1.641, -6.262)
H (-0.100, -3.365, -5.398)
H (1.525, -2.790, -3.632)

Here are the Löwdin charges for atoms 1 to 2, given in e: 0.147, -0.024


Entry 2:
Below is C34H40GeN6O4S2Ti as an isolated structure, with properties calculated with ωB97M-V/def2-TZVPD.

Charge: +2
Orbital gap: 0.2584 hartree
Calculated total energy: -5671.50974 a.u.
LUMO energy: -6.05 eV

Element x y z (Å)
Ti (0.146, -0.815, -0.253)
C (3.338, -1.723, 1.058)
C (2.549, -2.292, 0.056)
C (1.517, -3.168, 0.386)
C (1.303, -3.511, 1.724)
C (2.116, -2.980, 2.711)
C (3.127, -2.076, 2.379)
H (4.144, -1.052, 0.792)
H (2.816, -2.126, -0.978)
H (0.967, -3.682, -0.398)
H (0.542, -4.238, 1.981)
H (1.989, -3.301, 3.738)
H (3.784, -1.689, 3.149)
N (-1.384, -1.748, 1.526)
C (-0.904, -1.040, 2.736)
C (-1.883, -0.877, 3.885)
C (-1.331, -0.011, 5.033)
C (0.117, -0.286, 5.457)
N (1.142, 0.209, 4.520)
C (1.429, 1.489, 4.273)
N (2.197, 1.788, 3.223)
N (0.977, 2.448, 5.072)
C (-0.379, 0.278, 2.189)
O (-0.836, 1.368, 2.409)
O (0.635, 0.058, 1.341)
H (-2.319, -1.403, 1.299)
H (-1.449, -2.744, 1.700)
H (-0.030, -1.599, 3.070)
H (-2.136, -1.872, 4.260)
H (-2.806, -0.427, 3.516)
H (-1.952, -0.176, 5.914)
H (-1.438, 1.041, 4.770)
H (0.299, -1.356, 5.560)
H (0.308, 0.135, 6.446)
H (1.668, -0.465, 3.983)
H (2.170, 1.179, 2.414)
H (2.409, 2.752, 3.009)
H (0.529, 2.235, 5.946)
H (1.059, 3.415, 4.810)
O (-3.444, 0.517, 1.044)
C (-4.152, 0.647, -0.146)
C (-5.454, 1.102, -0.086)
C (-6.214, 1.167, -1.246)
C (-5.678, 0.772, -2.464)
C (-4.380, 0.299, -2.522)
C (-3.606, 0.234, -1.365)
C (-2.256, -0.337, -1.428)
O (-1.292, 0.214, -0.654)
N (-1.985, -1.353, -2.157)
N (-0.631, -1.734, -2.006)
C (-0.186, -2.332, -3.081)
S (1.439, -2.907, -3.180)
C (1.179, -3.853, -4.710)
C (0.184, -3.075, -5.544)
S (-1.180, -2.545, -4.470)
H (-2.700, 1.136, 1.052)
H (-5.862, 1.399, 0.870)
H (-7.232, 1.529, -1.196)
H (-6.274, 0.828, -3.364)
H (-3.947, -0.025, -3.460)
H (0.810, -4.842, -4.447)
H (2.146, -3.943, -5.203)
H (-0.241, -3.694, -6.333)
H (0.633, -2.185, -5.983)
Ge (1.870, 0.610, -1.642)
C (1.046, 0.906, -3.382)
C (-0.235, 1.448, -3.508)
C (-0.820, 1.600, -4.757)
C (-0.132, 1.208, -5.898)
C (1.144, 0.676, -5.788)
C (1.729, 0.522, -4.536)
C (2.163, 2.199, -0.545)
C (3.447, 2.490, -0.081)
C (3.681, 3.608, 0.713)
C (2.628, 4.448, 1.054)
C (1.341, 4.160, 0.611)
C (1.113, 3.041, -0.175)
H (3.259, -0.015, -1.878)
H (-0.785, 1.766, -2.629)
H (-1.808, 2.035, -4.843)
H (-0.584, 1.335, -6.873)
H (1.695, 0.400, -6.679)
H (2.732, 0.118, -4.463)
H (4.283, 1.861, -0.366)
H (4.687, 3.838, 1.040)
H (2.814, 5.341, 1.639)
H (0.520, 4.818, 0.867)
H (0.102, 2.830, -0.507)

Here are the Löwdin charges for atoms 1 to 2, given in e: 0.999, -0.058


Entry 3:
Below is one molecule with the formula C34H40N2O4 in a non-equilibrium geometry, with properties calculated with ωB97M-V/def2-TZVPD.

Orbital gap: 0.2783 hartree
Calculated total energy: -1729.99986 a.u.
SMILES: CCOC(=O)C(C(=O)OCC)(c1ccccc1)C(c1ccc(N2CCCC2)cc1)c1ccc(N2CCCC2)cc1
LUMO energy: 0.67 eV

Element x y z (Å)
C (1.025, -0.939, -0.933)
C (-0.302, -0.320, -0.592)
O (0.139, 0.939, 0.005)
C (-0.850, 1.714, 0.460)
O (-2.000, 1.302, 0.413)
C (-0.378, 2.992, 1.174)
C (1.007, 3.659, 0.818)
O (1.433, 4.665, 1.417)
O (1.747, 3.080, -0.098)
C (3.122, 3.586, -0.140)
C (3.690, 2.860, -1.312)
C (-1.508, 4.144, 0.972)
C (-1.227, 5.438, 1.403)
C (-2.191, 6.442, 1.405)
C (-3.512, 6.133, 1.050)
C (-3.810, 4.847, 0.583)
C (-2.801, 3.883, 0.497)
C (-0.069, 2.327, 2.538)
C (1.285, 1.559, 2.744)
C (1.474, 0.220, 2.402)
C (2.710, -0.431, 2.529)
C (3.742, 0.194, 3.256)
N (4.922, -0.473, 3.424)
C (5.850, -0.187, 4.530)
C (6.908, -1.301, 4.465)
C (6.717, -1.990, 3.100)
C (5.329, -1.606, 2.612)
C (3.535, 1.521, 3.739)
C (2.313, 2.153, 3.490)
C (-1.239, 1.571, 3.197)
C (-2.456, 2.256, 3.162)
C (-3.640, 1.535, 3.156)
C (-3.624, 0.211, 3.682)
N (-4.791, -0.509, 3.721)
C (-5.036, -1.683, 4.557)
C (-6.506, -1.990, 4.375)
C (-6.988, -1.213, 3.136)
C (-5.939, -0.111, 2.909)
C (-2.408, -0.399, 4.047)
C (-1.215, 0.280, 3.783)
H (0.890, -1.950, -1.345)
H (1.522, -0.322, -1.705)
H (1.650, -0.996, -0.021)
H (-0.896, -0.037, -1.471)
H (-0.929, -0.935, 0.077)
H (3.067, 4.664, -0.310)
H (3.642, 3.363, 0.812)
H (4.751, 3.077, -1.433)
H (3.570, 1.782, -1.211)
H (3.189, 3.148, -2.234)
H (-0.244, 5.694, 1.733)
H (-1.899, 7.460, 1.676)
H (-4.279, 6.908, 1.050)
H (-4.820, 4.583, 0.237)
H (-3.055, 2.926, 0.089)
H (0.024, 3.344, 3.041)
H (0.636, -0.379, 2.038)
H (2.817, -1.457, 2.165)
H (6.309, 0.828, 4.468)
H (5.323, -0.228, 5.510)
H (7.913, -0.898, 4.584)
H (6.765, -2.022, 5.269)
H (7.471, -1.642, 2.388)
H (6.840, -3.070, 3.167)
H (4.642, -2.429, 2.789)
H (5.324, -1.357, 1.547)
H (4.321, 2.013, 4.326)
H (2.168, 3.164, 3.890)
H (-2.491, 3.353, 3.137)
H (-4.565, 1.992, 2.799)
H (-4.787, -1.452, 5.593)
H (-4.384, -2.504, 4.236)
H (-7.068, -1.663, 5.260)
H (-6.674, -3.069, 4.300)
H (-7.041, -1.875, 2.269)
H (-7.999, -0.798, 3.279)
H (-5.691, -0.019, 1.831)
H (-6.368, 0.853, 3.242)
H (-2.390, -1.400, 4.502)
H (-0.270, -0.200, 4.055)

Here are the Löwdin charges for atoms 1 to 2, given in e: -0.065, -0.194


Entry 4:
Below is C34H40N4O2Ti as an isolated structure in a non-equilibrium geometry, with properties calculated with ωB97M-V/def2-TZVPD.

Charge: +2
Orbital gap (spin up / spin down): 0.1932 / 0.1944 hartree
Calculated total energy: -2538.08958 a.u.
LUMO energy (spin up / spin down): -6.45 / -6.46 eV

Element x y z (Å)
Ti (-0.172, -0.821, 0.606)
C (4.022, 3.474, 3.459)
C (3.384, 2.387, 2.627)
C (3.704, 2.184, 1.308)
C (3.164, 1.102, 0.570)
C (3.419, 0.755, -0.796)
N (3.743, 1.493, -1.812)
C (3.713, 2.964, -1.960)
C (2.571, 3.400, -2.905)
C (1.721, 4.563, -2.380)
N (1.286, 4.307, -0.989)
C (0.424, 3.425, -0.577)
C (-0.700, 2.847, -1.231)
C (-1.536, 3.468, -2.194)
C (-2.785, 2.966, -2.450)
C (-3.725, 3.614, -3.435)
C (-3.213, 1.845, -1.691)
C (-2.420, 1.180, -0.786)
C (-2.957, 0.096, 0.071)
N (-2.240, -0.650, 0.817)
C (-2.914, -1.592, 1.744)
C (-2.351, -1.485, 3.162)
C (-0.928, -2.002, 3.385)
N (0.080, -1.223, 2.619)
C (0.850, -0.394, 3.215)
C (1.867, 0.456, 2.538)
C (2.444, 1.501, 3.210)
C (2.272, 0.196, 1.193)
O (1.774, -0.789, 0.525)
C (-1.103, 1.646, -0.624)
O (-0.226, 1.003, 0.092)
H (4.566, 4.186, 2.837)
H (4.732, 3.054, 4.172)
H (3.278, 4.029, 4.032)
H (4.452, 2.829, 0.859)
H (3.282, -0.295, -1.036)
H (3.882, 0.983, -2.677)
H (4.683, 3.275, -2.340)
H (3.607, 3.384, -0.968)
H (1.917, 2.548, -3.103)
H (2.980, 3.710, -3.867)
H (0.857, 4.713, -3.016)
H (2.274, 5.500, -2.367)
H (1.892, 4.676, -0.268)
H (0.569, 3.121, 0.457)
H (-1.236, 4.391, -2.674)
H (-3.211, 4.361, -4.038)
H (-4.553, 4.110, -2.926)
H (-4.153, 2.874, -4.112)
H (-4.234, 1.496, -1.830)
H (-4.040, -0.023, 0.078)
H (-2.776, -2.600, 1.351)
H (-3.981, -1.374, 1.755)
H (-2.998, -2.084, 3.805)
H (-2.427, -0.452, 3.513)
H (-0.858, -3.037, 3.042)
H (-0.672, -1.973, 4.443)
H (0.771, -0.290, 4.299)
H (2.163, 1.666, 4.248)
C (-0.140, -3.900, -2.504)
C (-0.159, -3.526, -1.013)
C (1.219, -3.815, -0.431)
C (-0.507, -2.032, -0.841)
C (-1.268, -4.310, -0.296)
C (-1.059, -5.017, 0.882)
C (-2.107, -5.672, 1.530)
C (-3.386, -5.645, 0.999)
C (-3.608, -4.958, -0.193)
C (-2.565, -4.298, -0.821)
H (0.701, -3.416, -3.008)
H (-1.053, -3.591, -3.014)
H (-0.032, -4.980, -2.629)
H (1.967, -3.231, -0.969)
H (1.479, -4.871, -0.531)
H (1.306, -3.552, 0.628)
H (-1.189, -1.689, -1.628)
H (-0.066, -5.082, 1.309)
H (-1.909, -6.227, 2.440)
H (-4.195, -6.171, 1.489)
H (-4.598, -4.945, -0.634)
H (-2.761, -3.766, -1.746)

Here are the Löwdin charges for atoms 1 to 2, given in e: 0.961, -0.031


Entry 5:
Below is C34H40N4O3P2Sr as an isolated structure in a non-equilibrium geometry, with properties calculated with ωB97M-V/def2-TZVPD.

Orbital gap: 0.2293 hartree
Calculated total energy: -2477.69923 a.u.
LUMO energy: -0.67 eV

Element x y z (Å)
Sr (-0.047, 1.024, 2.321)
C (-1.810, 1.850, -5.754)
C (-1.942, 0.576, -5.370)
C (-1.126, -0.580, -5.856)
C (0.327, -0.259, -6.283)
C (1.111, 0.595, -5.320)
C (1.191, 1.927, -5.367)
C (0.518, 2.791, -6.401)
C (-0.906, 2.359, -6.842)
C (2.218, 1.078, 3.609)
H (-2.443, 2.623, -5.303)
H (-2.760, 0.302, -4.696)
H (-1.625, -1.065, -6.712)
H (-1.101, -1.337, -5.059)
H (0.850, -1.225, -6.371)
H (0.319, 0.182, -7.288)
H (1.691, 0.033, -4.578)
H (1.838, 2.473, -4.672)
H (1.131, 2.852, -7.318)
H (0.465, 3.815, -6.005)
H (-1.386, 3.258, -7.263)
H (-0.826, 1.635, -7.664)
H (1.984, 1.799, 4.417)
H (3.165, 1.380, 3.138)
H (2.373, 0.086, 4.062)
P (1.735, -0.559, 0.439)
P (-1.115, -1.080, 0.336)
N (2.829, 0.743, -0.119)
N (2.999, -1.748, 0.818)
N (-1.950, 0.288, -0.538)
N (-2.569, -2.054, 0.545)
C (1.159, -1.153, -1.229)
C (-0.238, -1.801, -1.080)
C (2.828, 2.049, 0.390)
C (3.782, 2.771, -0.303)
C (4.376, 1.903, -1.268)
C (3.783, 0.659, -1.133)
C (3.962, -1.574, 1.830)
C (4.749, -2.715, 1.889)
C (4.265, -3.629, 0.895)
C (3.188, -3.022, 0.267)
C (-2.063, 1.593, -0.021)
C (-2.395, 2.455, -1.058)
C (-2.500, 1.677, -2.242)
C (-2.276, 0.355, -1.885)
C (-3.647, -2.288, -0.319)
C (-4.620, -3.005, 0.372)
C (-4.120, -3.233, 1.700)
C (-2.869, -2.646, 1.783)
H (1.877, -1.877, -1.655)
H (1.142, -0.284, -1.914)
H (-0.836, -1.727, -1.992)
H (-0.150, -2.873, -0.849)
H (2.192, 2.314, 1.235)
H (4.027, 3.806, -0.136)
H (5.147, 2.153, -1.975)
H (3.931, -0.277, -1.656)
H (3.972, -0.671, 2.424)
H (5.562, -2.890, 2.579)
H (4.650, -4.619, 0.692)
H (2.533, -3.378, -0.517)
H (-2.080, 1.773, 1.058)
H (-2.554, 3.528, -0.980)
H (-2.696, 2.031, -3.248)
H (-2.382, -0.545, -2.479)
H (-3.622, -1.921, -1.333)
H (-5.578, -3.312, -0.014)
H (-4.634, -3.756, 2.492)
H (-2.159, -2.569, 2.595)
O (-2.564, 2.115, 6.661)
C (-1.922, 1.084, 7.233)
C (-2.006, 0.935, 8.633)
C (-1.460, -0.185, 9.247)
C (-0.921, -1.210, 8.453)
C (-0.855, -1.065, 7.057)
C (-1.235, 0.125, 6.443)
C (-0.997, 0.389, 5.000)
O (-0.599, -0.540, 4.226)
O (-1.108, 1.609, 4.577)
H (-2.161, 2.203, 5.749)
H (-2.507, 1.714, 9.204)
H (-1.442, -0.234, 10.340)
H (-0.595, -2.137, 8.927)
H (-0.471, -1.868, 6.429)

Here are the Löwdin charges for atoms 1 to 2, given in e: 1.233, -0.111


Among the records above, which one has the highest calculated total energy?
C34H40N2O4


calculated total energy of number 1 (C34H40CuFGeN2O3SeTe)?
-8141.57438 a.u.


What did the first record say?
Below is C34H40CuFGeN2O3SeTe as an isolated structure, with properties calculated with ωB97M-V/def2-TZVPD.

Orbital gap: 0.2728 hartree
Calculated total energy: -8141.57438 a.u.
LUMO energy: 0.28 eV

Element x y z (Å)
Cu (-0.279, 0.365, 0.316)
C (2.147, -3.009, 6.362)
C (3.226, -2.725, 5.322)
C (4.198, -3.878, 5.128)
C (3.490, -5.092, 4.545)
C (2.730, -4.709, 3.299)
C (2.424, -5.646, 2.341)
C (1.735, -5.271, 1.191)
F (1.448, -6.225, 0.283)
C (1.364, -3.982, 0.957)
C (1.670, -3.004, 1.912)
C (1.308, -1.603, 1.642)
O (0.810, -1.333, 0.529)
C (1.591, -0.662, 2.684)
C (2.229, -1.121, 3.801)
N (2.606, -2.388, 4.027)
C (2.334, -3.371, 3.086)
C (1.271, 0.842, 2.718)
O (1.857, 1.489, 3.587)
O (0.417, 1.297, 1.895)
H (2.605, -3.268, 7.318)
H (1.503, -3.833, 6.049)
H (1.519, -2.129, 6.507)
H (3.785, -1.842, 5.628)
H (4.662, -4.118, 6.085)
H (4.991, -3.559, 4.447)
H (2.807, -5.522, 5.280)
H (4.215, -5.870, 4.300)
H (2.726, -6.680, 2.466)
H (0.842, -3.699, 0.054)
H (2.463, -0.396, 4.572)
C (-1.281, 4.786, -0.638)
C (-1.740, 3.803, -1.724)
C (-1.427, 2.421, -1.348)
N (-1.181, 1.340, -1.055)
H (-1.591, 5.795, -0.906)
H (-0.198, 4.766, -0.533)
H (-1.715, 4.528, 0.326)
H (-1.251, 4.017, -2.674)
H (-2.816, 3.872, -1.883)
C (-5.582, -2.459, 1.967)
Ge (-5.406, -2.284, 0.034)
C (-4.907, -3.981, -0.785)
C (-7.103, -1.701, -0.737)
C (-3.990, -0.968, -0.272)
Se (-2.244, -1.664, 0.272)
C (-1.668, -2.179, -1.508)
H (-6.179, -3.332, 2.234)
H (-6.063, -1.572, 2.382)
H (-4.595, -2.564, 2.419)
H (-5.613, -4.759, -0.487)
H (-3.908, -4.281, -0.469)
H (-4.927, -3.900, -1.874)
H (-7.874, -2.434, -0.492)
H (-7.032, -1.630, -1.824)
H (-7.413, -0.733, -0.342)
H (-4.165, -0.070, 0.322)
H (-3.896, -0.664, -1.315)
H (-2.311, -2.966, -1.896)
H (-0.642, -2.534, -1.427)
H (-1.688, -1.305, -2.159)
Te (2.322, -0.259, -2.002)
C (3.818, 0.066, -3.475)
C (3.948, 1.305, -4.099)
C (4.900, 1.492, -5.093)
C (5.734, 0.446, -5.465)
C (5.617, -0.788, -4.839)
C (4.663, -0.977, -3.845)
C (0.907, -0.737, -3.503)
C (0.031, 0.227, -3.991)
C (-0.887, -0.097, -4.982)
C (-0.937, -1.388, -5.490)
C (-0.064, -2.356, -5.006)
C (0.852, -2.032, -4.014)
H (3.301, 2.124, -3.810)
H (4.993, 2.458, -5.575)
H (6.476, 0.593, -6.240)
H (6.268, -1.605, -5.123)
H (4.574, -1.940, -3.358)
H (0.068, 1.233, -3.594)
H (-1.563, 0.661, -5.361)
H (-1.654, -1.641, -6.262)
H (-0.100, -3.365, -5.398)
H (1.525, -2.790, -3.632)

Here are the Löwdin charges for atoms 1 to 2, given in e: 0.147, -0.024